[1]
Computed, not measured: C2H2N2OS3 in the gas phase, with wB97M-V/def2-TZVPD.

The calculation puts the energy relative to the best compared isomer or geometry (same formula, charge and spin) at 130.5 kcal per mole. The calculation puts the LUMO energy (spin up / spin down) at -1.631 / -1.282 eV. The largest force on an atom comes out at 0.059 Eh/bohr. The value obtained for the total energy is -39633.581 eV. Its gap between HOMO and LUMO (spin up / spin down) is 7.27 / 6.00 eV.

```
10
C2H2N2OS3 | OMol25 | wB97M-V/def2-TZVPD
C 0.4868 0.1135 1.1226
C -1.7827 0.0612 0.2073
N -0.6319 0.3854 0.8140
N -0.5884 -1.5058 -1.0384
O -1.7709 -0.9868 -0.7204
S -3.1935 0.8320 0.5050
S 2.6403 0.9188 -0.4964
S 1.9802 0.4269 1.5406
H -0.7046 -2.2119 -1.8845
H 3.5647 1.9666 -0.0498
```

Here is what natural (NBO) gives for the atomic charges, in e:
1 C 0.1528
2 C 0.2542
3 N -0.3979
4 N -0.2594
5 O -0.3084
6 S -0.0485
7 S -0.2196
8 S 0.3403
9 H 0.3261
10 H 0.1603

---

[2]
Computed, not measured: a molecular structure, C16H31N2PrS, with wB97M-V/def2-TZVPD.

The calculation puts the energy relative to the best compared isomer or geometry (same formula, charge and spin) at 21.2 kcal per mole. As for the spin multiplicity: 3. The calculation puts the LUMO energy (spin up / spin down) at -7.825 / -7.809 eV. The largest force on an atom comes out at 0.101 Eh/bohr. The value obtained for the total energy is -44959.750 eV. The charge is +2. Its gap between HOMO and LUMO (spin up / spin down) is 4.98 / 4.94 eV.

```
51
C16H31N2PrS | OMol25 | wB97M-V/def2-TZVPD
C -1.1518 -1.6626 -2.1794
H -1.2498 -2.7161 -1.8024
H -2.0623 -1.5267 -2.7790
H -0.2381 -2.2594 2.2486
C 0.0862 -1.5505 -3.0794
H 0.1475 -0.5432 -3.5163
H 0.9984 -1.7013 -2.4978
C -0.0463 -2.6117 -4.1875
H 0.7891 -2.5509 -4.8988
H -0.0263 -3.6178 -3.7286
H -0.9839 -2.5078 -4.7397
C -0.6875 1.8347 0.2172
C -0.6007 1.9324 -1.2063
C -1.6703 1.2205 -1.7612
C -2.4141 0.6347 -0.6969
C -1.8039 1.0306 0.5490
C -2.4385 0.9567 1.9010
C -3.7600 0.0044 -0.8232
C -2.0215 1.1995 -3.2015
C 0.3331 2.8090 -1.9378
C 0.0336 2.7273 1.1489
Pr -0.7142 -1.3314 0.0764
H -4.0387 -0.6113 0.0632
H -4.5462 0.7912 -0.9198
H -3.8385 -0.6392 -1.7212
H -3.3063 0.2823 1.9135
H -1.7354 0.6080 2.6681
H -2.7900 1.9545 2.2017
H 1.0128 3.0330 0.7563
H -0.5330 3.6650 1.3483
H 0.1990 2.2471 2.1314
H 0.4742 2.4754 -2.9786
H -0.0159 3.8646 -1.9931
H 1.3324 2.8342 -1.4708
H -2.1072 0.1775 -3.6088
H -2.9883 1.6942 -3.3963
H -1.2709 1.7056 -3.7963
C 4.1327 -2.2463 2.6820
N 2.6651 -2.1955 2.7243
C 1.9359 -1.0830 2.8764
S 0.1630 -1.0815 2.9219
N 2.5574 0.1065 3.1079
C 3.4657 0.3369 4.2471
H 4.5350 -1.3475 2.2014
H 4.4150 -3.1431 2.1286
H 4.5583 -2.3347 3.7007
H 2.1386 -3.0458 2.6084
H 1.9667 0.9102 2.8895
H 4.4886 0.4573 3.8695
H 3.1697 1.2771 4.7362
H 3.4416 -0.4632 5.0029
```

Here is what Löwdin gives for the atomic charges, in e:
1 C -0.3638
2 H 0.0466
3 H 0.0679
4 H -0.0758
5 C -0.3041
6 H 0.1072
7 H 0.0931
8 C -0.0918
9 H 0.0840
10 H 0.0835
11 H 0.0855
12 C -0.2555
13 C -0.2047
14 C -0.2189
15 C -0.3446
16 C -0.4115
17 C -0.0472
18 C -0.0247
19 C -0.0089
20 C -0.0316
21 C -0.0354
22 Pr 1.2219
23 H 0.0869
24 H 0.1192
25 H 0.0890
26 H 0.0881
27 H 0.0150
28 H 0.1131
29 H 0.0809
30 H 0.1181
31 H 0.0606
32 H 0.0812
33 H 0.1145
34 H 0.0830
35 H 0.0750
36 H 0.1118
37 H 0.0770
38 C -0.0060
39 N 0.0286
40 C -0.5910
41 S 0.9778
42 N -0.0007
43 C -0.0222
44 H 0.1079
45 H 0.1095
46 H 0.1159
47 H 0.1460
48 H 0.1235
49 H 0.1002
50 H 0.1142
51 H 0.1115

---

[3]
Computed, not measured: C3H4N2O in the gas phase, with wB97M-V/def2-TZVPD.

The calculation puts the energy relative to the best compared isomer or geometry (same formula, charge and spin) at 42.6 kcal per mole. As for the SMILES: Oc1cn[nH]c1. The calculation puts the LUMO energy at 0.839 eV. The largest force on an atom comes out at 0.026 Eh/bohr. The value obtained for the total energy is -8202.037 eV. Its gap between HOMO and LUMO is 9.69 eV.

```
10
C3H4N2O | OMol25 | wB97M-V/def2-TZVPD
O -0.9077 -0.5546 -1.7674
C -0.3874 -0.2643 -0.5486
C 0.7051 0.5364 -0.3206
N 0.9046 0.4956 1.0354
N -0.0054 -0.2401 1.6662
C -0.8449 -0.6556 0.7191
H -0.1920 -0.4478 -2.4112
H 0.7871 1.4392 -0.8875
H 1.7224 0.8113 1.5382
H -1.7817 -1.1202 0.9764
```

Here is what natural (NBO) gives for the atomic charges, in e:
1 O -0.6610
2 C 0.2179
3 C -0.2115
4 N -0.3234
5 N -0.2231
6 C -0.1273
7 H 0.4849
8 H 0.2217
9 H 0.4066
10 H 0.2152

---

[4]
Computed, not measured: a molecular structure, C42H32IrN5O3PSSe2, with wB97M-V/def2-TZVPD.

As for the spin multiplicity: 6. The calculation puts the LUMO energy (spin up / spin down) at -5.422 / -8.153 eV. The largest force on an atom comes out at 0.023 Eh/bohr. The value obtained for the total energy is -211308.074 eV. The charge is +2. Its gap between HOMO and LUMO (spin up / spin down) is 6.38 / 5.47 eV.

```
87
C42H32IrN5O3PSSe2 | OMol25 | wB97M-V/def2-TZVPD
Ir 0.1897 0.2476 -0.3031
O -0.4102 -0.3085 2.2853
C 0.0979 0.1587 3.4914
C 1.7386 1.9326 2.4278
O 2.5625 1.9617 3.2327
O 1.0900 2.0884 1.4599
C 1.0584 -0.7025 4.1269
C 1.6821 -0.2808 5.3131
C 2.5883 -1.1020 5.9554
C 2.8827 -2.3602 5.4391
C 2.2726 -2.7901 4.2658
C 1.3790 -1.9664 3.6027
C -0.8681 0.9765 4.2723
C -1.8879 0.2814 4.9291
C -2.8766 0.9683 5.6164
C -2.8528 2.3561 5.6624
C -1.8340 3.0518 5.0284
C -0.8470 2.3665 4.3323
H -1.3566 -0.1029 2.2653
H 1.4455 0.6946 5.7201
H 3.0670 -0.7661 6.8654
H 3.5758 -3.0086 5.9580
H 2.4799 -3.7808 3.8817
H 0.8845 -2.3114 2.7041
H -1.8900 -0.8028 4.9163
H -3.6551 0.4194 6.1293
H -3.6213 2.8931 6.2021
H -1.8003 4.1320 5.0819
H -0.0528 2.9298 3.8577
N -3.9268 1.6025 -0.2615
C -4.3537 0.2908 -0.1033
C -5.6294 -0.2556 -0.0253
C -5.7013 -1.6237 0.1167
C -4.5417 -2.4131 0.1861
C -3.2804 -1.8619 0.1090
C -3.1903 -0.4781 -0.0483
N -2.0846 0.3801 -0.1679
C -2.5863 1.5952 -0.2947
C -1.7313 2.7530 -0.4933
C -2.0222 4.0744 -0.3831
S -0.6317 4.9973 -0.7192
C 0.2556 3.5739 -0.9744
N -0.4305 2.4731 -0.8337
H -4.5195 2.4085 -0.3758
H -6.5180 0.3590 -0.0730
H -6.6698 -2.1007 0.1756
H -4.6445 -3.4833 0.3025
H -2.4004 -2.4812 0.1694
H -2.9543 4.5440 -0.1128
H 1.3024 3.6011 -1.2360
Se 0.2586 -2.3471 -0.2225
P 1.1373 -2.1567 -2.2192
Se 0.5711 -0.1336 -2.8568
C 2.9203 -2.3590 -2.1333
C 3.4170 -3.4402 -1.4036
C 4.7844 -3.6422 -1.3282
C 5.6528 -2.7731 -1.9807
C 5.1558 -1.7096 -2.7199
C 3.7856 -1.4960 -2.7962
C 0.5153 -3.3954 -3.3499
C -0.3568 -4.3971 -2.9377
C -0.7677 -5.3579 -3.8512
C -0.3155 -5.3094 -5.1605
C 0.5534 -4.3038 -5.5717
C 0.9727 -3.3438 -4.6696
H 2.7404 -4.1225 -0.9009
H 5.1748 -4.4825 -0.7700
H 6.7213 -2.9310 -1.9160
H 5.8342 -1.0490 -3.2436
H 3.3965 -0.6627 -3.3700
H -0.7125 -4.4314 -1.9162
H -1.4419 -6.1439 -3.5394
H -0.6442 -6.0567 -5.8702
H 0.9036 -4.2725 -6.5943
H 1.6513 -2.5603 -4.9881
N 7.7278 0.7726 0.9823
C 6.6059 0.6694 0.7659
C 5.2016 0.5225 0.4851
C 4.4483 -0.4313 1.1541
C 3.1059 -0.5471 0.8439
N 2.5119 0.2125 -0.0823
C 3.2457 1.1306 -0.7247
C 4.5855 1.3262 -0.4701
H 4.8944 -1.0779 1.8965
H 2.4866 -1.2782 1.3452
H 2.7371 1.7026 -1.4896
H 5.1463 2.0737 -1.0132
```

Here is what Löwdin gives for the atomic charges, in e:
1 Ir 0.9548
2 O -0.0844
3 C -0.2339
4 C -0.4392
5 O 0.2572
6 O 0.0888
7 C -0.1880
8 C -0.0119
9 C -0.0503
10 C -0.0602
11 C -0.0663
12 C -0.0466
13 C -0.1912
14 C -0.0147
15 C -0.0541
16 C -0.0628
17 C -0.0606
18 C -0.0239
19 H 0.0992
20 H 0.1260
21 H 0.1158
22 H 0.1124
23 H 0.1102
24 H 0.0656
25 H 0.1309
26 H 0.1142
27 H 0.1134
28 H 0.1116
29 H 0.1024
30 N 0.2069
31 C -0.1652
32 C 0.0072
33 C -0.0527
34 C -0.0546
35 C -0.0263
36 C -0.2013
37 N 0.0242
38 C -0.2630
39 C -0.3111
40 C -0.2944
41 S 1.1400
42 C -0.4423
43 N -0.0978
44 H 0.1804
45 H 0.1235
46 H 0.1180
47 H 0.1153
48 H 0.0323
49 H 0.0942
50 H 0.0868
51 Se 0.5154
52 P 0.2914
53 Se 0.4589
54 C -0.4187
55 C -0.0902
56 C -0.0502
57 C -0.0465
58 C -0.0564
59 C -0.1109
60 C -0.4113
61 C -0.0940
62 C -0.0521
63 C -0.0428
64 C -0.0480
65 C -0.0834
66 H 0.1048
67 H 0.1183
68 H 0.1195
69 H 0.1184
70 H 0.0821
71 H 0.0689
72 H 0.1169
73 H 0.1192
74 H 0.1186
75 H 0.1098
76 N 0.2129
77 C -0.1441
78 C -0.1846
79 C 0.0399
80 C -0.1261
81 N -0.0857
82 C -0.1447
83 C 0.0260
84 H 0.1409
85 H 0.0675
86 H 0.0886
87 H 0.1373

---

[5]
Computed, not measured: C2H5N3 in the gas phase, with wB97M-V/def2-TZVPD.

The calculation puts the energy relative to the best compared isomer or geometry (same formula, charge and spin) at 35.2 kcal per mole. As for the SMILES: [H]/N=C\N/C=N/[H]. The calculation puts the LUMO energy at 0.577 eV. The largest force on an atom comes out at 0.122 Eh/bohr. The value obtained for the total energy is -6623.411 eV. Its gap between HOMO and LUMO is 9.69 eV.

```
10
C2H5N3 | OMol25 | wB97M-V/def2-TZVPD
C 0.9742 0.1562 -0.8772
C -0.8461 -0.7977 0.5887
H 1.3243 2.0372 -0.9991
H 1.5781 -0.1955 -1.6578
H 0.5669 -1.9333 -0.2883
H -1.2417 -1.7265 0.6617
H -1.0760 1.0720 0.6226
N 0.8877 1.3662 -0.3199
N 0.2073 -0.8388 -0.3584
N -1.3694 0.1290 1.1629
```

Here is what natural (NBO) gives for the atomic charges, in e:
1 C 0.2718
2 C 0.2584
3 H 0.3430
4 H 0.1662
5 H 0.4025
6 H 0.1444
7 H 0.3772
8 N -0.7057
9 N -0.6346
10 N -0.6233

---

[6]
Computed, not measured: a molecular structure, C10H4Cl3N2O8P2RuS2, with wB97M-V/def2-TZVPD.

The calculation puts the energy relative to the best compared isomer or geometry (same formula, charge and spin) at 161.8 kcal per mole. As for the spin multiplicity: 2. The calculation puts the LUMO energy (spin up / spin down) at 4.194 / 3.930 eV. The largest force on an atom comes out at 0.034 Eh/bohr. The value obtained for the total energy is -110195.997 eV. The charge is -2. Its gap between HOMO and LUMO (spin up / spin down) is 5.59 / 5.32 eV.

```
32
C10H4Cl3N2O8P2RuS2 | OMol25 | wB97M-V/def2-TZVPD
Ru 0.3622 0.5953 0.2143
O 4.4251 0.6089 -0.1413
P 3.3866 -0.5932 -0.0095
O 3.9051 -1.8544 -0.5118
O 2.5252 -0.3814 1.1873
O 1.8413 1.2679 -1.1183
P 0.0660 0.2626 -2.9412
O 0.5670 1.6318 -3.6616
O -0.6041 -0.5678 -3.9597
O -0.6478 0.6296 -1.5866
H 4.7329 0.6972 -1.0603
H 0.4909 1.4764 -4.6123
Cl 2.3384 -4.5787 -5.1151
C 2.1265 -3.1399 -4.0999
C 1.3589 -3.2114 -2.9463
C 1.1870 -2.0929 -2.1760
Cl 0.2553 -2.1354 -0.6759
C 1.6531 -0.7469 -2.5481
O 2.2448 -0.0911 -1.2924
C 2.6241 -0.8398 -3.6518
Cl 3.6131 0.5891 -3.9612
C 2.7920 -1.9733 -4.4212
H 0.9130 -4.1522 -2.6459
H 3.4817 -1.9616 -5.2564
S -0.0294 2.5896 1.2638
C -0.9509 1.7488 2.4347
S -1.1004 0.0944 1.9462
C -1.4763 2.2889 3.5692
C -1.3005 3.6681 3.8837
N -1.1722 4.7742 4.1578
C -2.2363 1.5055 4.4868
N -2.8524 0.9026 5.2435
```

Here is what natural (NBO) gives for the atomic charges, in e:
1 Ru 0.9295
2 O -0.9945
3 P 2.5366
4 O -1.1066
5 O -1.1210
6 O -0.4471
7 P 2.3293
8 O -0.9901
9 O -1.1306
10 O -1.0262
11 H 0.5092
12 H 0.4954
13 Cl -0.1000
14 C -0.1663
15 C -0.2024
16 C -0.1360
17 Cl 0.0138
18 C -0.0881
19 O -0.5102
20 C -0.1649
21 Cl -0.0732
22 C -0.2147
23 H 0.2226
24 H 0.2191
25 S 0.0611
26 C -0.2064
27 S -0.0526
28 C -0.4658
29 C 0.3219
30 N -0.3826
31 C 0.3240
32 N -0.3832